[1]
{"formula": "C28H22N3O6Sr", "method": "ωB97M-V/def2-TZVPD", "lumo_ha": 0.098, "gap_ev": 7.07, "energy_ev": -46989.65476, "homo_energy_ev": -4.418, "charge": -1, "species": ["Sr", "O", "C", "C", "C", "C", "C", "C", "C", "N", "N", "C", "O", "C", "C", "C", "C", "C", "C", "H", "H", "H", "H", "H", "H", "H", "H", "H", "H", "O", "C", "O", "C", "C", "C", "C", "C", "N", "C", "O", "O", "H", "H", "H", "H", "H", "C", "C", "C", "C", "C", "C", "C", "H", "H", "H", "H", "H", "H", "H"], "xyz": [[-0.949, -1.092, -0.187], [0.646, -2.242, -1.287], [1.824, -2.754, -1.104], [2.596, -3.236, -2.189], [3.864, -3.755, -2.013], [4.443, -3.839, -0.742], [3.699, -3.388, 0.334], [2.416, -2.856, 0.194], [1.746, -2.439, 1.454], [0.592, -1.924, 1.501], [0.114, -1.480, 2.766], [-1.187, -1.241, 2.732], [-2.038, -1.519, 1.815], [-1.702, -0.522, 3.960], [-3.054, -0.217, 4.025], [-3.567, 0.484, 5.115], [-2.726, 0.879, 6.147], [-1.369, 0.571, 6.083], [-0.859, -0.123, 4.994], [2.146, -3.174, -3.172], [4.417, -4.105, -2.879], [5.436, -4.245, -0.603], [4.113, -3.447, 1.337], [2.287, -2.591, 2.394], [-3.684, -0.533, 3.204], [-4.624, 0.721, 5.153], [-3.122, 1.426, 6.995], [-0.705, 0.878, 6.882], [0.193, -0.361, 4.920], [-3.050, -1.778, -4.057], [-2.441, -1.262, -2.968], [-2.298, -1.965, -1.965], [-2.036, 0.130, -3.086], [-2.594, 1.024, -3.971], [-2.546, 2.405, -3.712], [-2.197, 2.783, -2.396], [-1.607, 1.887, -1.549], [-1.091, 0.656, -2.113], [-1.405, 2.071, -0.112], [-1.711, 3.287, 0.377], [-0.959, 1.205, 0.639], [-3.272, -2.682, -3.787], [-3.177, 0.641, -4.802], [-3.011, 3.107, -4.389], [-2.473, 3.763, -2.018], [-1.503, 3.214, 1.322], [0.268, 0.818, -2.744], [1.263, 1.554, -1.876], [2.073, 0.846, -0.989], [2.960, 1.508, -0.150], [3.054, 2.893, -0.189], [2.261, 3.609, -1.079], [1.373, 2.941, -1.914], [0.635, -0.188, -2.943], [0.144, 1.358, -3.686], [2.007, -0.238, -0.954], [3.569, 0.936, 0.538], [3.739, 3.414, 0.468], [2.331, 4.689, -1.120], [0.748, 3.498, -2.604]]}


[2]
{"formula": "C28H22N5O6PdS2", "method": "ωB97M-V/def2-TZVPD", "lumo_ha": -0.181, "gap_ev": 6.16, "energy_ev": -74273.38812, "homo_energy_ev": -11.085, "charge": 1, "species": ["Pd", "O", "C", "O", "C", "C", "C", "C", "C", "C", "S", "H", "H", "H", "H", "S", "C", "N", "C", "C", "N", "H", "H", "H", "H", "H", "H", "O", "C", "O", "C", "C", "C", "C", "O", "C", "O", "C", "C", "H", "H", "H", "H", "H", "N", "C", "C", "C", "C", "C", "C", "C", "N", "C", "C", "N", "C", "H", "H", "H", "H", "H", "H", "H"], "xyz": [[0.731, 0.978, 0.222], [4.234, -0.595, 0.136], [3.544, 0.303, 0.564], [2.639, 0.914, -0.199], [3.780, 0.898, 1.914], [5.095, 1.039, 2.335], [5.388, 1.674, 3.532], [4.366, 2.188, 4.306], [3.046, 2.067, 3.888], [2.750, 1.383, 2.717], [1.051, 1.027, 2.490], [5.884, 0.652, 1.706], [6.417, 1.783, 3.845], [4.588, 2.701, 5.232], [2.237, 2.472, 4.483], [0.917, 3.275, 0.245], [-0.441, 3.639, -0.781], [-0.370, 3.738, -2.093], [-1.667, 4.058, -2.697], [-2.586, 4.191, -1.456], [-1.657, 3.923, -0.353], [0.470, 3.516, -2.600], [-1.985, 3.253, -3.357], [-1.603, 4.984, -3.265], [-3.387, 3.452, -1.458], [-3.014, 5.186, -1.360], [-1.914, 3.820, 0.615], [-0.997, 0.780, -1.504], [-1.735, 0.959, -0.527], [-1.186, 1.140, 0.647], [-3.206, 1.016, -0.613], [-3.809, 0.800, -1.845], [-5.195, 0.884, -1.995], [-5.919, 1.187, -0.868], [-7.259, 1.331, -0.754], [-7.528, 1.564, 0.635], [-6.267, 1.689, 1.298], [-5.317, 1.401, 0.369], [-3.962, 1.321, 0.536], [-3.182, 0.559, -2.692], [-5.679, 0.712, -2.945], [-8.074, 0.713, 1.044], [-8.089, 2.491, 0.742], [-3.492, 1.473, 1.497], [5.110, -8.314, -2.163], [4.458, -7.432, -1.823], [3.641, -6.327, -1.398], [2.255, -6.460, -1.381], [1.468, -5.396, -0.980], [2.078, -4.215, -0.587], [3.458, -4.071, -0.588], [4.240, -5.133, -1.005], [1.270, -3.114, -0.166], [0.086, -3.170, 0.542], [-0.288, -1.886, 0.766], [0.653, -1.060, 0.198], [1.576, -1.823, -0.358], [1.800, -7.390, -1.692], [0.389, -5.476, -0.993], [3.915, -3.150, -0.249], [5.317, -5.045, -1.015], [-0.352, -4.103, 0.846], [-1.142, -1.496, 1.292], [2.451, -1.477, -0.881]]}


[3]
{"formula": "C28H23AuN5", "method": "ωB97M-V/def2-TZVPD", "lumo_ha": -0.113, "gap_ev": 7.24, "energy_ev": -40543.88901, "homo_energy_ev": -10.319, "charge": 1, "species": ["Au", "C", "C", "C", "C", "C", "N", "C", "C", "C", "C", "C", "C", "C", "N", "C", "C", "C", "N", "C", "C", "N", "C", "C", "C", "N", "H", "H", "H", "H", "H", "H", "H", "H", "H", "H", "H", "H", "H", "H", "H", "H", "H", "H", "C", "C", "C", "C", "C", "C", "C", "C", "H", "H", "H", "H", "H"], "xyz": [[0.002, 0.026, 0.016], [-3.948, 4.792, 3.138], [-2.922, 4.095, 2.288], [-1.608, 4.563, 2.191], [-0.662, 3.890, 1.449], [-0.974, 2.733, 0.724], [0.000, 2.038, 0.008], [0.974, 2.729, -0.714], [0.659, 3.878, -1.450], [1.604, 4.546, -2.198], [2.918, 4.080, -2.292], [3.943, 4.771, -3.149], [3.232, 2.932, -1.590], [2.288, 2.282, -0.796], [2.728, 1.161, -0.027], [3.948, 0.968, 0.495], [4.006, -0.308, 1.017], [2.753, -0.856, 0.780], [1.996, 0.032, 0.126], [-2.288, 2.285, 0.810], [-3.233, 2.940, 1.597], [-2.725, 1.156, 0.050], [-3.946, 0.955, -0.469], [-4.001, -0.325, -0.981], [-2.746, -0.868, -0.740], [-1.991, 0.028, -0.093], [-3.655, 5.821, 3.337], [-4.061, 4.289, 4.101], [-4.924, 4.796, 2.655], [-1.319, 5.454, 2.733], [0.357, 4.254, 1.420], [-0.361, 4.240, -1.424], [1.313, 5.432, -2.748], [3.647, 5.797, -3.357], [4.056, 4.258, -4.106], [4.919, 4.782, -2.666], [4.232, 2.522, -1.663], [4.687, 1.749, 0.476], [4.839, -0.777, 1.508], [2.355, -1.824, 1.025], [-4.232, 2.529, 1.673], [-4.687, 1.735, -0.457], [-4.833, -0.800, -1.467], [-2.346, -1.837, -0.977], [0.005, -1.947, 0.013], [0.006, -3.154, 0.009], [0.006, -4.593, 0.001], [-0.354, -5.300, 1.150], [-0.353, -6.685, 1.137], [0.004, -7.371, -0.015], [0.363, -6.671, -1.159], [0.365, -5.287, -1.155], [-0.632, -4.754, 2.041], [-0.633, -7.231, 2.028], [0.003, -8.453, -0.022], [0.641, -7.207, -2.057], [0.644, -4.730, -2.040]]}